## i
C5H11NO2 | ωB97M-V/def2-TZVPD

```
19
Properties=species:S:1:pos:R:3:lowdin_charge:R:1
C -1.48 -1.26 0.67 -0.05
C -0.44 -0.32 0.16 -0.34
C 0.97 -0.35 0.41 -0.08
C 1.54 0.68 -0.29 -0.12
N 0.54 1.34 -0.94 0.02
C -0.66 0.76 -0.68 -0.10
H -2.46 -1.01 0.28 0.08
H -1.54 -1.24 1.76 0.08
H -1.28 -2.29 0.36 0.08
H 1.46 -1.09 1.03 0.11
H 2.55 1.05 -0.37 0.11
H 0.69 2.17 -1.51 0.16
H -1.60 1.10 -1.08 0.12
O 0.08 2.60 2.02 -0.05
H -0.41 2.58 2.84 0.03
H -0.05 1.72 1.66 -0.01
O 0.38 -2.22 -2.34 -0.06
H 0.45 -1.61 -1.59 -0.01
H 1.25 -2.60 -2.39 0.03
```

Output
- Highest occupied orbital energy: -8.631 eV
- SMILES: Cc1cc[nH]c1.O.O

## ii
C5H11NO2 | ωB97M-V/def2-TZVPD

```
19
Properties=species:S:1:pos:R:3:lowdin_charge:R:1
C 1.87 -0.26 0.77 -0.05
C 1.36 1.05 -0.13 -0.20
N 0.55 0.62 -1.24 0.00
C -0.47 -0.30 -1.03 -0.35
O -0.40 -1.39 -1.90 0.04
C -1.25 -0.36 0.08 -0.34
C -1.66 0.80 0.93 -0.03
O -2.01 -1.49 0.33 0.01
H 2.55 0.15 1.51 0.05
H 1.13 -0.85 1.29 0.05
H 2.45 -0.90 0.11 0.06
H 0.76 1.66 0.55 0.08
H 2.19 1.63 -0.51 0.11
H 1.11 0.31 -2.02 0.13
H -1.29 -1.67 -2.14 0.11
H -1.43 1.75 0.46 0.08
H -2.74 0.75 1.08 0.08
H -1.18 0.76 1.91 0.08
H -1.57 -2.25 -0.07 0.09
```

Output
- Highest occupied orbital energy: -7.273 eV
- SMILES: CCN/C(O)=C(\C)O

## iii
C5H11NO2 | ωB97M-V/def2-TZVPD

```
19
Properties=species:S:1:pos:R:3:lowdin_charge:R:1
O -3.02 -0.06 -0.57 0.04
C -2.02 -0.12 -1.20 -0.34
N -0.89 0.45 -0.64 -0.14
C -0.72 1.18 0.68 -0.09
C 0.93 1.35 0.86 -0.14
C 1.47 0.19 0.05 -0.20
C 0.36 -0.03 -1.03 -0.25
H -2.02 -0.52 -2.24 0.15
H -1.12 0.54 1.60 0.13
H -1.42 2.17 0.53 0.15
H 1.21 1.11 2.00 0.14
H 1.25 2.36 0.61 0.09
H 2.32 0.40 -0.43 0.06
H 1.67 -0.73 0.70 0.11
H 0.81 0.63 -1.98 0.16
H 0.40 -1.10 -1.34 0.11
O 0.65 -2.67 0.72 -0.06
H -0.04 -3.33 0.87 0.05
H 0.18 -1.82 0.81 0.01
```

Output
- Highest occupied orbital energy: -9.001 eV
- SMILES: O=CN1CCCC1.O

Stability ranking, top and bottom: i is the most stable and iii is the least stable.

## i
C5H11NO2 | ωB97M-V/def2-TZVPD

```
19
Properties=species:S:1:pos:R:3:lowdin_charge:R:1
O -1.40 1.22 -1.45 -0.12
C -1.53 -0.09 -1.44 -0.40
N -0.18 -0.82 -1.66 0.13
C 0.88 -0.51 -0.76 -0.18
C 0.79 0.78 0.10 -0.15
C 0.01 0.59 1.38 -0.18
C -1.10 1.20 1.81 0.02
H -2.23 -0.59 -2.12 0.11
H -1.75 -0.38 -0.39 0.11
H 1.87 -0.50 -1.26 0.14
H 0.90 -1.37 0.06 0.14
H 1.81 0.99 0.43 0.12
H 0.45 1.63 -0.52 0.13
H 0.50 -0.15 2.01 0.08
H -1.44 1.16 2.83 0.05
H -1.72 1.80 1.15 0.06
H 2.20 -2.57 1.20 -0.01
H 0.11 -0.72 -2.63 0.14
O 1.85 -1.67 1.26 -0.20
```

Output
- Highest occupied orbital energy: -8.994 eV

## ii
C5H11NO2 | ωB97M-V/def2-TZVPD

```
19
Properties=species:S:1:pos:R:3:lowdin_charge:R:1
C 0.05 0.21 -0.34 -0.52
C 0.07 -0.25 2.13 -0.16
C 0.15 -1.03 0.33 -0.06
C 1.18 1.20 -0.34 -0.02
C -0.58 -1.03 -2.72 -0.19
O -1.21 0.73 -0.41 0.02
O -0.77 0.84 2.33 -0.08
N 0.43 -0.91 -2.00 0.02
H -1.24 1.60 -0.01 0.11
H -1.63 0.58 2.67 0.10
H -0.22 -1.15 2.68 0.09
H 1.10 0.03 2.36 0.09
H 1.12 -1.51 0.33 0.10
H -0.73 -1.67 0.29 0.10
H 1.02 1.98 0.41 0.09
H 1.20 1.70 -1.31 0.09
H 2.13 0.71 -0.17 0.09
H -1.60 -0.70 -2.44 0.06
H -0.49 -1.33 -3.78 0.05
```

Output
- Highest occupied orbital energy (alpha / beta): -7.126 / -7.127 eV

## iii
C5H11NO2 | ωB97M-V/def2-TZVPD

```
19
Properties=species:S:1:pos:R:3:lowdin_charge:R:1
C -0.49 2.37 -0.69 0.01
C -0.28 1.10 -1.01 -0.19
C 0.92 0.32 -0.56 -0.18
C 0.67 -1.16 -0.31 -0.38
N 1.85 -1.95 0.03 0.05
C -0.26 -1.41 0.89 -0.21
O 0.01 -0.88 1.94 0.06
H -1.36 2.90 -1.07 0.06
H 0.16 2.96 -0.05 0.07
H -0.98 0.62 -1.69 0.10
H 1.70 0.36 -1.31 0.12
H 1.32 0.78 0.34 0.12
H 0.26 -1.62 -1.20 0.14
H 2.33 -1.54 0.82 0.08
H 2.47 -2.09 -0.75 0.08
H -1.10 -2.10 0.75 0.13
O -2.59 0.51 1.60 -0.06
H -2.97 0.42 0.73 0.03
H -1.64 0.40 1.55 -0.01
```

Output
- Highest occupied orbital energy: -9.566 eV
- SMILES: C=CC[C@@H](N)C=O.O

Stability ranking, top and bottom: iii is the most stable and i is the least stable.

## i
C5H11NO2 | ωB97M-V/def2-TZVPD

```
19
Properties=species:S:1:pos:R:3:lowdin_charge:R:1
C -0.54 -1.66 0.89 -0.06
C -0.30 -0.29 0.36 -0.20
C -1.13 0.68 0.03 -0.38
N -2.56 0.45 0.39 0.09
O -0.88 1.93 -0.41 0.06
C 1.28 0.07 0.07 -0.35
C 1.67 -0.07 -1.39 -0.04
O 1.58 1.40 0.49 -0.07
H 0.03 -1.81 1.82 0.08
H -0.21 -2.41 0.17 0.08
H -1.59 -1.84 1.12 0.07
H -3.08 1.28 0.11 0.07
H -2.93 -0.36 -0.10 0.07
H 0.09 2.07 -0.35 0.09
H 1.88 -0.61 0.68 0.13
H 2.76 -0.06 -1.50 0.08
H 1.29 -0.99 -1.83 0.09
H 1.30 0.78 -1.98 0.08
H 1.34 1.45 1.44 0.12
```

Output
- Highest occupied orbital energy: -8.025 eV
- SMILES: C/C(=C(\N)O)[C@@H](C)O

## ii
C5H11NO2 | ωB97M-V/def2-TZVPD

```
19
Properties=species:S:1:pos:R:3:lowdin_charge:R:1
C -1.90 0.59 -1.11 -0.09
C -0.65 -0.27 -1.29 -0.23
C 0.00 -0.61 0.07 -0.35
C 1.11 -1.63 -0.25 -0.05
N 0.61 0.62 0.53 0.10
C 0.70 0.95 1.83 -0.61
O -0.02 0.55 2.72 0.07
O 1.70 1.84 2.10 0.10
H -2.49 0.07 -0.38 0.07
H -2.47 0.59 -2.03 0.07
H -1.75 1.59 -0.72 0.07
H -0.91 -1.16 -1.86 0.11
H 0.10 0.22 -1.92 0.11
H -0.79 -0.96 0.72 0.14
H 0.78 -2.42 -0.92 0.07
H 1.59 -2.17 0.57 0.08
H 1.84 -1.10 -0.85 0.08
H 1.18 1.08 -0.16 0.15
H 1.41 2.22 2.93 0.11
```

Output
- Highest occupied orbital energy: -9.884 eV
- SMILES: CC[C@@H](C)NC(=O)O

Stability ranking, top and bottom: ii is the most stable and i is the least stable.

## i
C4H16O4 | ωB97M-V/def2-TZVPD

```
24
Properties=species:S:1:pos:R:3:lowdin_charge:R:1
C 1.87 -0.48 -1.12 -0.02
C 0.84 -0.05 -0.41 -0.22
C 0.23 1.33 -0.43 -0.25
C 0.82 2.16 0.72 -0.09
H 2.09 -1.54 -1.18 0.05
H 2.30 0.08 -1.95 0.06
H 0.37 -0.74 0.27 0.08
H 0.52 1.83 -1.36 0.11
H -0.85 1.28 -0.42 0.08
H 1.88 1.94 0.88 0.06
H 0.75 3.24 0.57 0.07
H 0.28 1.98 1.65 0.07
O -4.09 -0.54 -0.61 -0.08
H -3.51 0.11 -0.19 0.00
H -3.50 -1.28 -0.85 -0.01
O 3.80 0.12 1.50 -0.06
H 3.09 -0.52 1.61 0.02
H 3.95 0.33 0.58 0.02
O -1.93 -0.19 1.10 -0.07
H -1.79 -1.14 0.94 0.02
H -2.69 -0.21 1.69 0.06
O -1.75 -2.41 -0.79 -0.04
H -1.59 -3.35 -0.87 0.06
H -1.09 -1.94 -1.31 0.05
```

Output
- Highest occupied orbital energy: -10.037 eV
- SMILES: C=CCC.O.O.O.O

## ii
C4H16O4 | ωB97M-V/def2-TZVPD

```
24
Properties=species:S:1:pos:R:3:lowdin_charge:R:1
C -1.05 -1.93 -1.71 -0.12
C -0.33 -2.18 -0.43 -0.18
C -0.75 -1.70 0.73 -0.19
C -0.10 -2.00 2.05 -0.10
H -1.00 -2.79 -2.39 0.07
H -2.11 -1.69 -1.60 0.08
H -0.53 -1.20 -2.31 0.05
H 0.62 -2.71 -0.55 0.11
H -1.59 -1.01 0.77 0.08
H 0.32 -1.11 2.53 0.07
H 0.67 -2.75 1.88 0.07
H -0.86 -2.36 2.74 0.07
O 2.62 0.92 -1.11 -0.06
H 2.40 1.24 -1.99 0.05
H 2.16 0.07 -1.07 0.05
O -2.13 1.22 2.10 -0.05
H -2.42 0.79 1.30 0.02
H -1.18 1.34 2.03 0.02
O 0.02 1.40 -1.98 -0.07
H 0.26 1.96 -1.23 0.01
H -0.92 1.33 -2.17 0.04
O 1.31 2.72 0.54 -0.07
H 2.03 2.14 0.23 0.01
H 1.39 2.64 1.50 0.04
```

Output
- Highest occupied orbital energy: -9.368 eV
- SMILES: C/C=C/C.O.O.O.O

Stability ranking, top and bottom: ii is the most stable and i is the least stable.

## i
C4H16O4 | ωB97M-V/def2-TZVPD

```
24
Properties=species:S:1:pos:R:3:lowdin_charge:R:1
C -2.57 1.18 -3.03 -0.16
O -3.34 0.81 -1.89 -0.13
H -2.89 2.18 -3.32 0.07
H -1.51 1.16 -2.76 0.08
H -2.72 0.55 -3.91 0.07
H -4.29 0.80 -2.03 0.07
C 0.20 -3.17 -3.27 -0.16
O -0.42 -4.34 -3.76 -0.13
H -0.33 -2.63 -2.49 0.07
H 1.19 -3.45 -2.89 0.07
H 0.35 -2.58 -4.17 0.07
H -1.33 -4.42 -3.47 0.07
C -0.79 -0.42 1.74 -0.18
O -1.00 0.91 1.41 -0.12
H 0.09 -0.48 2.38 0.08
H -1.66 -0.75 2.32 0.08
H -0.63 -1.08 0.89 0.07
H -1.63 0.92 0.69 0.06
C 3.68 2.33 4.37 -0.21
O 4.63 2.30 5.36 -0.10
H 3.73 1.37 3.87 0.08
H 2.71 2.46 4.85 0.08
H 3.75 3.11 3.61 0.08
H 4.81 3.23 5.52 0.08
```

Output
- Highest occupied orbital energy: -10.221 eV
- SMILES: CO.CO.CO.CO

## ii
C4H16O4 | ωB97M-V/def2-TZVPD

```
24
Properties=species:S:1:pos:R:3:lowdin_charge:R:1
C 2.69 -0.17 0.52 -0.11
C 1.60 -1.08 1.00 -0.18
C 0.31 -0.80 1.18 -0.19
C -0.68 -1.81 1.63 -0.11
H 3.02 -0.58 -0.44 0.07
H 2.42 0.86 0.25 0.06
H 3.54 -0.10 1.19 0.07
H 1.98 -2.10 1.03 0.11
H 0.04 0.24 1.04 0.09
H -1.56 -1.65 0.97 0.06
H -0.50 -2.87 1.44 0.08
H -1.01 -1.73 2.66 0.07
O 0.93 -1.32 -2.72 -0.09
H 0.17 -1.28 -2.09 0.02
H 1.06 -0.39 -3.03 0.05
O 0.33 3.80 -0.13 -0.04
H -0.35 3.35 -0.64 0.03
H 0.79 3.04 0.21 0.01
O -2.95 1.22 0.53 -0.04
H -2.47 1.99 0.88 0.06
H -2.33 0.53 0.72 0.00
O -2.01 0.50 -2.09 -0.09
H -2.60 0.40 -1.31 0.01
H -2.43 -0.05 -2.79 0.05
```

Output
- Highest occupied orbital energy: -9.575 eV
- SMILES: C/C=C/C.O.O.O.O

Stability ranking, top and bottom: ii is the most stable and i is the least stable.

## i
C4H5NO | ωB97M-V/def2-TZVPD

```
11
Properties=species:S:1:pos:R:3:lowdin_charge:R:1
C -1.05 -0.65 0.56 -0.06
C 0.26 0.12 0.48 -0.23
C 1.27 -0.21 -0.56 -0.35
O 1.10 -1.06 -1.39 0.08
C 0.04 1.38 -0.53 -0.17
N -0.33 2.20 -1.27 0.17
H -1.68 -0.15 1.30 0.09
H -1.51 -0.60 -0.43 0.09
H -0.97 -1.70 0.85 0.09
H 0.72 0.21 1.50 0.16
H 2.14 0.48 -0.50 0.14
```

Output
- Highest occupied orbital energy: -10.413 eV

## ii
C4H5NO | ωB97M-V/def2-TZVPD

```
11
Properties=species:S:1:pos:R:3:lowdin_charge:R:1
C -0.05 1.51 -0.04 0.00
C -0.09 0.09 -0.54 -0.56
C -1.28 -0.93 -0.14 0.03
O -0.96 -0.38 -1.48 -0.06
C 0.85 -0.77 -0.05 -0.06
N 1.57 -1.37 0.73 0.20
H 0.62 2.11 -0.66 0.09
H -1.06 1.92 -0.06 0.10
H 0.32 1.52 0.99 0.10
H -0.87 -1.97 -0.22 0.05
H 0.95 -1.72 1.47 0.11
```

Output
- Highest occupied orbital energy: -8.338 eV

Stability ranking, top and bottom: i is the most stable and ii is the least stable.

## i
C2HBrFO2 | ωB97M-V/def2-TZVPD

```
7
Properties=species:S:1:pos:R:3:lowdin_charge:R:1
C -2.01 -1.02 2.92 -0.48
C -0.06 1.29 0.96 -0.64
O -1.83 -0.52 3.90 0.24
O -2.16 -1.65 1.94 0.16
F -0.46 1.16 -0.43 -0.33
Br 1.77 0.36 1.33 0.11
H -0.92 0.60 1.44 -0.06
```

Output
- Highest occupied orbital energy: -2.288 eV
- Total charge: -1

## ii
C2HBrFO2 | ωB97M-V/def2-TZVPD

```
7
Properties=species:S:1:pos:R:3:lowdin_charge:R:1
C -2.36 2.01 0.58 -0.47
C 0.32 0.55 -0.71 -0.65
O -2.42 2.84 -0.21 0.19
O -2.41 1.15 1.37 0.15
F 0.42 0.92 -2.06 -0.29
Br 2.08 1.19 0.17 0.17
H 0.75 -0.45 -0.73 -0.11
```

Output
- Highest occupied orbital energy: -2.684 eV
- Total charge: -1

Stability ranking, top and bottom: ii is the most stable and i is the least stable.

## i
C19H18N4O4S | ωB97M-V/def2-TZVPD

```
46
Properties=species:S:1:pos:R:3:lowdin_charge:R:1
N -0.73 -6.63 -2.00 0.17
C -0.55 -5.52 -2.23 -0.19
C -0.33 -4.15 -2.51 -0.23
C 0.07 -3.77 -3.79 -0.01
C 0.27 -2.43 -4.07 -0.02
C 0.09 -1.46 -3.08 -0.19
C 0.31 -0.07 -3.39 -0.08
N 0.23 0.83 -2.49 0.05
N 0.43 2.10 -2.83 0.06
C 0.38 3.20 -2.00 -0.41
O 0.45 4.30 -2.51 0.08
C 0.27 3.01 -0.53 -0.11
C -0.20 4.10 0.20 0.00
C -0.23 4.08 1.58 -0.04
C 0.23 2.95 2.25 -0.07
C 0.68 1.87 1.53 -0.25
S 1.30 0.43 2.43 0.67
O 1.91 0.92 3.63 -0.27
O 2.05 -0.37 1.51 -0.28
N 0.00 -0.49 2.90 -0.23
C -0.87 -0.01 3.95 -0.15
C -2.13 0.63 3.36 -0.18
O -2.77 -0.23 2.44 -0.12
C -1.91 -0.59 1.38 -0.19
C -0.66 -1.30 1.91 -0.16
C 0.71 1.87 0.15 -0.01
C -0.32 -1.86 -1.80 -0.01
C -0.52 -3.19 -1.52 -0.01
H 0.21 -4.52 -4.56 0.12
H 0.58 -2.13 -5.06 0.11
H 0.54 0.18 -4.43 0.13
H 0.58 2.34 -3.82 0.16
H -0.53 4.97 -0.35 0.12
H -0.59 4.93 2.13 0.11
H 0.27 2.92 3.33 0.12
H -0.30 0.69 4.55 0.12
H -1.15 -0.87 4.56 0.14
H -2.86 0.83 4.14 0.13
H -1.87 1.58 2.86 0.11
H -2.49 -1.25 0.73 0.13
H -1.62 0.31 0.82 0.12
H 0.07 -1.50 1.12 0.10
H -0.96 -2.25 2.38 0.14
H 1.12 1.02 -0.37 0.10
H -0.47 -1.10 -1.05 0.09
H -0.83 -3.50 -0.53 0.12
```

Output
- Highest occupied orbital energy: -9.153 eV
- SMILES: N#Cc1ccc(/C=N/NC(=O)c2cccc(S(=O)(=O)N3CCOCC3)c2)cc1

## ii
C19H18N4O4S | ωB97M-V/def2-TZVPD

```
46
Properties=species:S:1:pos:R:3:lowdin_charge:R:1
C 1.27 5.03 -2.06 -0.02
C 0.61 4.20 -3.10 -0.31
N 0.74 4.44 -4.38 0.10
O 0.02 3.50 -5.05 0.01
C -0.56 2.67 -4.17 -0.27
C -1.41 1.57 -4.69 0.01
C -0.23 3.06 -2.90 -0.22
C -0.60 2.45 -1.61 -0.38
S 0.86 1.69 -0.77 0.92
C 1.29 0.40 -2.00 -0.33
C 0.25 -0.65 -1.79 -0.56
O -0.86 -0.64 -2.25 0.09
O 0.70 -1.60 -0.95 -0.02
C -0.25 -2.52 -0.42 -0.07
C -0.42 -2.32 1.06 -0.23
N -1.60 -2.04 1.47 0.18
C -1.82 -1.85 2.81 -0.21
C -3.11 -1.54 3.26 -0.01
C -3.34 -1.35 4.60 -0.07
C -2.30 -1.47 5.53 -0.07
C -1.03 -1.78 5.10 0.00
C -0.77 -1.97 3.74 -0.07
C 0.56 -2.30 3.28 -0.35
O 1.54 -2.46 3.98 0.09
N 0.67 -2.44 1.88 0.07
C 2.01 -2.74 1.38 -0.10
C 2.69 -1.57 0.87 -0.17
N 3.25 -0.66 0.48 0.19
H 0.51 5.52 -1.45 0.09
H 1.89 5.78 -2.54 0.08
H 1.87 4.40 -1.42 0.06
H -2.44 1.92 -4.80 0.09
H -1.40 0.73 -4.01 0.06
H -1.05 1.26 -5.67 0.09
H -1.35 1.67 -1.73 0.08
H -0.95 3.19 -0.89 0.08
H 1.25 0.84 -2.99 0.09
H 2.29 0.06 -1.74 0.06
H -1.22 -2.36 -0.90 0.13
H 0.11 -3.53 -0.64 0.14
H -3.90 -1.45 2.53 0.11
H -4.33 -1.11 4.95 0.11
H -2.50 -1.33 6.58 0.11
H -0.20 -1.88 5.80 0.12
H 1.97 -3.51 0.61 0.14
H 2.58 -3.11 2.25 0.14
```

Output
- Highest occupied orbital energy: -8.912 eV
- SMILES: Cc1noc(C)c1CSCC(=O)OCc1nc2ccccc2c(=O)n1CC#N

## iii
C19H18N4O4S | ωB97M-V/def2-TZVPD

```
46
Properties=species:S:1:pos:R:3:lowdin_charge:R:1
C 0.22 4.72 1.52 -0.08
O 0.92 3.58 1.07 -0.18
C 1.00 3.35 -0.27 -0.23
C 0.53 4.20 -1.26 0.00
C 0.72 3.89 -2.60 -0.03
C 1.38 2.74 -2.99 -0.27
C 1.62 2.43 -4.43 -0.05
C 1.84 1.88 -2.00 0.04
C 1.64 2.17 -0.66 -0.13
N 2.12 1.27 0.30 -0.04
N 3.29 0.63 0.14 0.05
N 3.46 -0.14 1.12 -0.03
N 2.44 -0.07 1.97 0.00
C 1.59 0.81 1.47 -0.58
S 0.06 1.23 2.11 1.08
C -0.05 0.03 3.49 -0.33
C -1.21 -0.92 3.24 -0.43
O -2.21 -0.84 3.91 0.09
C -1.06 -1.89 2.14 -0.17
C 0.17 -2.30 1.61 -0.03
C 0.21 -3.20 0.57 0.02
C -0.96 -3.73 0.03 -0.19
C -2.20 -3.37 0.60 -0.19
C -2.23 -2.46 1.63 0.08
O -3.38 -3.91 0.15 -0.02
C -3.20 -5.07 -0.63 -0.15
C -2.10 -4.84 -1.67 -0.14
O -0.87 -4.58 -1.02 -0.02
H 0.25 4.66 2.61 0.10
H -0.82 4.70 1.19 0.10
H 0.71 5.64 1.19 0.10
H 0.02 5.12 -1.00 0.11
H 0.34 4.57 -3.35 0.11
H 2.62 2.76 -4.72 0.09
H 1.55 1.36 -4.62 0.08
H 0.90 2.95 -5.07 0.08
H 2.36 0.97 -2.26 0.12
H -0.26 0.61 4.39 0.09
H 0.91 -0.46 3.56 0.07
H 1.10 -1.93 2.01 0.09
H 1.15 -3.51 0.14 0.12
H -3.19 -2.17 2.05 0.13
H -4.15 -5.28 -1.11 0.13
H -2.91 -5.92 0.01 0.14
H -1.94 -5.72 -2.29 0.13
H -2.37 -3.98 -2.30 0.14
```

Output
- Highest occupied orbital energy: -8.496 eV
- SMILES: COc1ccc(C)cc1-n1nnnc1SCC(=O)c1ccc2c(c1)OCCO2

Stability ranking, top and bottom: ii is the most stable and iii is the least stable.